{"formula": "C5H9NOS", "method": "wB97M-V/def2-TZVPD", "smiles": "S[C@H]1CO[C@H]2CN[C@H]21", "orbital_gap_ev": 9.5185, "energy_ha": -723.9181, "charge": 0, "homo_ev": -8.7, "relative_energy_kj_mol": 529.6, "max_force_ev_per_a": 5.9, "elements": ["C", "C", "C", "C", "C", "H", "H", "H", "H", "H", "H", "H", "H", "H", "N", "O", "S"], "coordinates": [[0.74, 0.49, 0.53], [0.17, 1.68, -0.20], [-1.73, 0.34, 0.31], [-1.87, -1.01, -0.53], [-0.35, -0.44, 0.96], [1.51, -1.06, -1.24], [1.32, 1.08, 1.45], [0.39, 2.74, 0.39], [0.50, 2.02, -1.30], [-2.61, 0.87, 0.71], [-1.76, -0.74, -1.60], [-3.02, -1.57, -0.46], [-0.43, -2.70, 0.04], [-0.34, -0.59, 2.03], [-0.63, -1.50, 0.04], [-1.18, 1.28, -0.42], [2.29, -0.39, -0.21]]}